Record 1
The following is a DFT calculation (ωB97M-V with the def2-TZVPD basis set) of C29H29AsF5N2OPdS2Se as an isolated structure.

Values from the calculation:
electronic energy = -7367.823716 hartree
orbital gap = 6.08 eV
LUMO = -4.292 eV
strongest force on any atom = 0.02975 Eh/bohr
charge = +1

Cartesian coordinates (Å):
Pd (-0.117, -0.087, 0.651)
N (1.187, -0.050, 2.427)
C (2.337, 0.779, 2.289)
C (2.559, 1.837, 3.154)
C (3.683, 2.632, 3.003)
C (4.569, 2.377, 1.966)
C (4.319, 1.332, 1.090)
C (3.195, 0.524, 1.241)
C (2.872, -0.526, 0.248)
C (3.903, -1.298, -0.299)
C (3.678, -2.193, -1.332)
C (2.406, -2.322, -1.867)
C (1.361, -1.587, -1.323)
C (1.604, -0.735, -0.274)
H (0.581, 0.223, 3.192)
H (1.390, -1.046, 2.449)
H (1.860, 2.021, 3.964)
H (3.866, 3.448, 3.690)
H (5.449, 2.993, 1.834)
H (4.986, 1.156, 0.256)
H (4.898, -1.190, 0.115)
H (4.498, -2.783, -1.722)
H (2.215, -2.984, -2.704)
H (0.371, -1.672, -1.745)
C (-2.901, -0.657, 4.348)
C (-2.728, -0.289, 2.903)
N (-3.710, -0.640, 2.070)
O (-1.713, 0.309, 2.510)
H (-3.949, -0.784, 4.618)
H (-2.444, 0.100, 4.981)
H (-2.380, -1.602, 4.520)
H (-4.498, -1.176, 2.386)
H (-3.574, -0.533, 1.073)
C (-2.651, 3.413, 1.919)
As (-1.462, 3.554, 0.423)
C (-0.829, 5.365, 0.401)
C (-2.497, 3.458, -1.193)
S (0.290, 2.371, 0.645)
H (-3.423, 4.177, 1.848)
H (-2.062, 3.554, 2.821)
H (-3.091, 2.419, 1.927)
H (-1.674, 6.034, 0.253)
H (-0.127, 5.469, -0.423)
H (-0.326, 5.600, 1.335)
H (-3.043, 4.398, -1.280)
H (-3.182, 2.619, -1.171)
H (-1.814, 3.346, -2.032)
F (0.346, -6.793, -2.641)
C (0.088, -5.823, -1.778)
C (-0.658, -4.728, -2.171)
F (-1.110, -4.647, -3.420)
C (-0.921, -3.721, -1.264)
F (-1.655, -2.690, -1.679)
C (-0.433, -3.758, 0.038)
Se (-0.764, -2.409, 1.332)
C (0.309, -4.878, 0.403)
F (0.802, -4.978, 1.636)
C (0.567, -5.903, -0.485)
F (1.279, -6.961, -0.110)
S (-1.937, 0.243, -0.811)
C (-1.356, 0.401, -2.474)
C (-0.105, 0.929, -2.793)
C (0.295, 1.013, -4.120)
C (-0.552, 0.595, -5.137)
C (-1.805, 0.090, -4.822)
C (-2.208, -0.012, -3.497)
H (0.549, 1.275, -2.005)
H (1.276, 1.406, -4.359)
H (-0.241, 0.666, -6.171)
H (-2.470, -0.240, -5.612)
H (-3.176, -0.430, -3.249)



Record 2
The following is a DFT calculation (ωB97M-V with the def2-TZVPD basis set) of a 2-piece molecular cluster, H4N3O3P overall.

Values from the calculation:
electronic energy = -733.650359 hartree
orbital gap (alpha / beta) = 4.61 / 4.62 eV
LUMO (alpha / beta) = 7.118 / 7.118 eV
strongest force on any atom = 0.06473 Eh/bohr
charge = -2

Cartesian coordinates (Å):
N (0.932, -0.855, 1.204)
N (2.011, 0.482, -0.484)
N (1.189, 0.547, 0.649)
O (-2.275, -0.570, 1.145)
O (-1.781, -0.682, -1.399)
O (-2.641, 1.611, -0.346)
P (-1.974, 0.218, -0.140)
H (-0.076, -0.755, 1.352)
H (1.038, -1.355, 0.259)
H (1.469, -0.049, -1.348)
H (2.106, 1.408, -0.893)



Record 3
The following is a DFT calculation (ωB97M-V with the def2-TZVPD basis set) of C41H29Cl3F3FeN4O5S2 as an isolated structure.

Values from the calculation:
electronic energy = -5915.239716 hartree
multiplicity = 6
orbital gap (alpha / beta) = 6.82 / 7.91 eV
LUMO (alpha / beta) = 0.075 / 0.000 eV
strongest force on any atom = 0.01050 Eh/bohr

Cartesian coordinates (Å):
Fe (-0.084, 0.559, -0.544)
O (0.186, -1.140, -4.258)
S (0.369, -0.766, -2.881)
O (0.961, 0.567, -2.652)
N (-0.898, -0.832, -1.944)
C (-2.177, -0.535, -2.404)
C (-2.818, -1.164, -3.443)
C (-4.148, -0.838, -3.774)
C (-4.852, 0.097, -3.071)
C (-4.223, 0.782, -2.005)
C (-4.869, 1.772, -1.233)
C (-4.189, 2.408, -0.236)
C (-2.839, 2.075, -0.019)
N (-2.206, 1.164, -0.714)
C (-2.881, 0.486, -1.689)
C (1.521, -1.935, -2.137)
C (1.184, -2.741, -0.888)
C (1.527, -4.169, -0.907)
C (2.273, -4.707, -1.879)
C (2.693, -3.913, -3.019)
C (2.300, -2.644, -3.174)
H (-2.290, -1.922, -4.004)
H (-4.620, -1.358, -4.598)
H (-5.880, 0.329, -3.317)
H (-5.904, 2.013, -1.444)
H (-4.659, 3.162, 0.381)
H (-2.264, 2.561, 0.757)
H (0.260, -2.475, -0.390)
H (1.108, -4.790, -0.124)
H (2.507, -5.763, -1.865)
H (3.275, -4.387, -3.799)
H (2.518, -2.106, -4.086)
C (1.750, -0.371, -0.098)
C (2.213, -1.592, -0.815)
C (3.699, -1.816, -0.789)
C (4.486, -0.895, -1.482)
C (5.867, -0.988, -1.464)
C (6.486, -2.007, -0.749)
C (5.712, -2.923, -0.054)
C (4.325, -2.825, -0.071)
H (3.992, -0.109, -2.045)
H (6.463, -0.270, -2.014)
H (7.565, -2.087, -0.738)
H (6.186, -3.720, 0.505)
H (3.733, -3.551, 0.469)
F (-0.037, -0.411, 4.138)
C (-1.109, 0.016, 3.434)
F (-1.485, 1.195, 3.959)
F (-2.094, -0.857, 3.639)
C (-0.730, 0.134, 1.940)
O (-0.860, -0.869, 1.241)
O (-0.279, 1.254, 1.565)
Cl (0.476, -0.104, 8.897)
C (1.320, 0.702, 7.616)
C (0.633, 1.101, 6.483)
C (1.322, 1.743, 5.467)
C (2.683, 2.002, 5.567)
C (3.415, 2.714, 4.449)
C (4.221, 1.760, 3.570)
N (3.454, 0.776, 2.807)
C (3.363, -0.562, 3.117)
C (2.721, -1.170, 2.096)
N (2.432, -0.206, 1.144)
C (2.886, 0.963, 1.603)
O (2.529, 3.419, 3.612)
C (2.116, 4.634, 4.231)
C (0.849, 5.142, 3.624)
C (0.311, 6.345, 3.963)
Cl (0.974, 7.450, 5.099)
S (-1.140, 6.693, 3.127)
C (-1.047, 5.198, 2.301)
C (0.047, 4.472, 2.658)
C (3.338, 1.585, 6.722)
Cl (5.047, 1.882, 6.919)
C (2.678, 0.935, 7.750)
H (-0.426, 0.904, 6.393)
H (0.794, 2.057, 4.576)
H (4.147, 3.407, 4.883)
H (4.917, 1.201, 4.192)
H (4.792, 2.357, 2.860)
H (3.741, -0.952, 4.045)
H (2.404, -2.188, 1.969)
H (2.799, 1.903, 1.090)
H (2.910, 5.381, 4.110)
H (1.975, 4.474, 5.307)
H (-1.813, 4.934, 1.596)
H (0.264, 3.489, 2.268)
H (3.211, 0.625, 8.637)



Record 4
The following is a DFT calculation (ωB97M-V with the def2-TZVPD basis set) of a 20-piece molecular cluster, C74H130N20O11 overall.

Values from the calculation:
electronic energy = -4820.335556 hartree
orbital gap = 9.20 eV
LUMO = 0.513 eV
strongest force on any atom = 0.06863 Eh/bohr

Cartesian coordinates (Å):
N (21.061, 12.777, 18.408)
C (19.953, 12.835, 17.725)
C (18.821, 12.059, 17.939)
C (18.925, 11.148, 19.013)
C (20.092, 11.049, 19.781)
C (21.148, 11.854, 19.395)
H (19.982, 13.462, 16.807)
H (17.978, 11.990, 17.278)
H (18.075, 10.566, 19.326)
H (20.162, 10.527, 20.752)
H (22.073, 11.849, 19.930)
N (23.640, 11.420, 15.508)
C (23.953, 10.621, 16.560)
C (22.992, 9.996, 17.312)
C (21.702, 10.018, 16.884)
C (21.322, 10.752, 15.817)
C (22.344, 11.454, 15.171)
H (25.025, 10.456, 16.644)
H (23.303, 9.296, 18.096)
H (20.981, 9.470, 17.497)
H (20.265, 10.928, 15.603)
H (22.081, 12.125, 14.344)
N (21.595, 16.542, 9.245)
C (21.082, 15.321, 9.103)
C (20.794, 14.471, 10.156)
C (21.173, 14.931, 11.432)
C (21.729, 16.240, 11.558)
C (21.988, 16.967, 10.450)
H (20.875, 15.028, 8.094)
H (20.364, 13.495, 9.998)
H (20.957, 14.417, 12.329)
H (22.071, 16.588, 12.494)
H (22.513, 17.904, 10.537)
N (12.230, 12.574, 15.963)
C (12.449, 13.821, 15.566)
C (11.857, 14.879, 16.209)
C (11.150, 14.658, 17.390)
C (10.995, 13.367, 17.846)
C (11.434, 12.357, 17.047)
H (13.111, 14.043, 14.716)
H (12.006, 15.853, 15.818)
H (10.734, 15.510, 17.874)
H (10.469, 13.180, 18.759)
H (11.098, 11.344, 17.199)
N (24.407, 19.505, 13.217)
C (23.284, 18.884, 13.623)
C (22.058, 19.535, 13.701)
C (22.001, 20.868, 13.359)
C (23.105, 21.464, 12.817)
C (24.315, 20.799, 12.809)
H (23.380, 17.826, 13.916)
H (21.152, 19.048, 14.048)
H (21.021, 21.429, 13.415)
H (23.122, 22.532, 12.608)
H (25.193, 21.311, 12.555)
C (21.418, 15.483, 21.955)
C (20.261, 14.794, 21.306)
C (18.907, 15.320, 21.787)
C (18.668, 16.701, 21.510)
N (18.630, 17.828, 21.429)
H (21.340, 15.338, 23.068)
H (21.581, 16.539, 21.648)
H (22.311, 14.910, 21.794)
H (20.239, 13.760, 21.653)
H (20.267, 14.778, 20.229)
H (18.719, 15.137, 22.871)
H (18.136, 14.776, 21.275)
C (20.979, 20.085, 19.721)
C (21.789, 19.120, 18.843)
C (21.003, 18.526, 17.720)
C (20.079, 17.445, 18.088)
N (19.472, 16.458, 18.279)
H (21.596, 20.411, 20.501)
H (20.018, 19.604, 20.141)
H (20.757, 20.931, 19.061)
H (22.297, 18.361, 19.487)
H (22.620, 19.664, 18.288)
H (21.693, 18.189, 16.923)
H (20.480, 19.344, 17.219)
C (15.719, 10.095, 12.325)
C (14.410, 10.325, 13.092)
C (14.428, 11.271, 14.313)
C (15.428, 10.836, 15.292)
N (16.172, 10.485, 16.114)
H (15.915, 11.034, 11.793)
H (15.611, 9.342, 11.554)
H (16.598, 9.958, 12.982)
H (13.891, 9.404, 13.382)
H (13.812, 10.866, 12.410)
H (13.435, 11.305, 14.760)
H (14.685, 12.291, 13.944)
C (14.610, 19.972, 13.284)
C (14.978, 19.071, 14.469)
C (14.775, 17.632, 14.107)
C (13.359, 17.246, 14.033)
N (12.249, 16.996, 13.884)
H (14.983, 20.946, 13.430)
H (13.557, 20.019, 12.981)
H (15.132, 19.708, 12.398)
H (14.485, 19.398, 15.360)
H (16.058, 19.159, 14.666)
H (15.188, 16.892, 14.816)
H (15.169, 17.206, 13.225)
C (12.672, 14.571, 11.569)
O (13.157, 13.498, 11.938)
N (12.839, 14.972, 10.341)
C (12.537, 16.360, 9.968)
C (13.676, 14.125, 9.407)
H (12.068, 15.211, 12.220)
H (11.856, 16.785, 10.694)
H (11.884, 16.331, 9.104)
H (13.444, 16.969, 9.779)
H (13.074, 13.201, 9.260)
H (13.775, 14.710, 8.500)
H (14.637, 13.991, 9.822)
C (16.265, 20.844, 17.285)
O (15.190, 20.875, 17.877)
N (16.931, 21.920, 16.894)
C (17.994, 21.735, 15.860)
C (16.596, 23.325, 17.189)
H (16.711, 19.865, 16.983)
H (17.765, 22.230, 14.930)
H (18.153, 20.645, 15.700)
H (18.809, 22.222, 16.345)
H (17.514, 23.695, 17.633)
H (16.415, 23.768, 16.213)
H (15.705, 23.314, 17.867)
C (17.575, 15.238, 10.536)
O (17.784, 16.321, 10.994)
N (17.016, 14.213, 11.146)
C (17.200, 12.897, 10.613)
C (16.445, 14.366, 12.541)
H (17.790, 15.030, 9.485)
H (17.764, 12.230, 11.290)
H (17.674, 12.974, 9.634)
H (16.173, 12.400, 10.437)
H (16.911, 13.753, 13.324)
H (16.441, 15.415, 12.852)
H (15.386, 14.123, 12.521)
C (23.512, 12.903, 12.131)
O (22.748, 12.276, 11.409)
N (24.482, 13.752, 11.720)
C (25.162, 14.564, 12.727)
C (24.462, 14.147, 10.355)
H (23.589, 12.791, 13.276)
H (25.343, 13.978, 13.621)
H (24.719, 15.526, 12.960)
H (26.128, 14.683, 12.312)
H (24.477, 15.225, 10.187)
H (25.318, 13.776, 9.727)
H (23.545, 13.929, 9.918)
C (20.114, 11.059, 12.479)
O (19.050, 11.716, 12.624)
N (20.333, 9.814, 12.903)
C (19.325, 9.052, 13.614)
C (21.703, 9.260, 12.750)
H (20.952, 11.460, 11.986)
H (19.732, 8.799, 14.602)
H (18.970, 8.158, 13.094)
H (18.446, 9.676, 13.795)
H (21.676, 8.385, 12.082)
H (22.409, 10.051, 12.499)
H (22.055, 8.869, 13.745)
C (15.523, 12.280, 21.082)
O (15.868, 12.583, 22.197)
N (15.110, 13.132, 20.103)
C (14.506, 12.629, 18.912)
C (14.959, 14.560, 20.294)
H (15.582, 11.264, 20.781)
H (13.412, 12.667, 18.937)
H (14.748, 11.580, 18.896)
H (14.993, 13.178, 18.089)
H (15.048, 14.851, 21.363)
H (15.709, 15.109, 19.764)
H (13.955, 14.874, 19.998)
C (18.802, 19.593, 11.698)
O (18.391, 20.482, 12.419)
N (18.503, 19.544, 10.354)
C (19.321, 18.616, 9.548)
C (17.540, 20.470, 9.766)
H (19.470, 18.756, 12.071)
H (18.764, 18.247, 8.722)
H (19.676, 17.756, 10.075)
H (20.190, 19.070, 9.112)
H (17.908, 21.500, 10.014)
H (17.527, 20.403, 8.686)
H (16.555, 20.248, 10.175)
C (18.803, 23.119, 22.135)
O (19.096, 24.212, 22.633)
N (17.593, 22.747, 21.711)
C (17.487, 21.389, 21.063)
C (16.406, 23.499, 22.077)
H (19.615, 22.435, 21.845)
H (16.910, 20.615, 21.638)
H (18.493, 21.067, 20.789)
H (16.980, 21.473, 20.067)
H (15.739, 22.916, 22.673)
H (16.621, 24.454, 22.557)
H (15.875, 23.756, 21.166)
C (22.875, 15.230, 16.036)
O (23.006, 15.617, 14.887)
N (23.692, 15.621, 17.041)
C (24.771, 16.583, 16.745)
C (23.652, 15.135, 18.419)
H (22.101, 14.478, 16.338)
H (24.485, 17.138, 15.805)
H (25.708, 16.084, 16.534)
H (24.803, 17.250, 17.598)
H (24.638, 14.700, 18.690)
H (23.420, 15.898, 19.089)
H (22.962, 14.265, 18.391)
C (18.208, 17.631, 15.519)
O (19.131, 18.342, 15.164)
N (18.032, 16.340, 15.186)
C (17.205, 15.478, 15.948)
C (19.135, 15.713, 14.454)
H (17.384, 17.981, 16.195)
H (16.473, 14.904, 15.320)
H (16.629, 16.005, 16.690)
H (17.815, 14.740, 16.451)
H (18.903, 15.652, 13.384)
H (20.027, 16.341, 14.571)
H (19.379, 14.738, 14.957)
C (14.758, 17.831, 18.557)
O (14.518, 17.504, 17.391)
N (13.857, 18.549, 19.292)
C (14.271, 19.251, 20.528)
C (12.588, 18.832, 18.701)
H (15.677, 17.487, 19.175)
H (15.350, 19.188, 20.805)
H (13.698, 18.827, 21.347)
H (14.060, 20.301, 20.397)
H (12.684, 19.553, 17.902)
H (12.097, 17.932, 18.258)
H (11.947, 19.240, 19.475)